[1]
{
  "formula": "C30H45NO3P2SV",
  "method": "wB97M-V/def2-TZVPD",
  "species": ["V", "C", "C", "C", "C", "C", "C", "H", "H", "H", "C", "H", "H", "H", "C", "H", "H", "H", "C", "H", "H", "H", "C", "H", "H", "H", "C", "C", "C", "C", "C", "C", "C", "C", "H", "H", "H", "H", "H", "H", "H", "H", "H", "H", "H", "H", "P", "C", "C", "P", "C", "C", "C", "H", "H", "H", "H", "H", "H", "H", "H", "H", "H", "H", "H", "H", "H", "O", "S", "O", "N", "C", "O", "C", "C", "C", "C", "C", "C", "H", "H", "H", "H"],
  "xyz": [[0.265, 0.096, -2.568], [-0.804, -2.886, 1.740], [0.528, -3.251, 1.388], [0.624, -1.322, 2.641], [-0.748, -1.660, 2.463], [1.409, -2.312, 1.983], [-2.038, -3.639, 1.446], [-1.813, -4.601, 0.970], [-2.717, -3.076, 0.790], [-2.590, -3.850, 2.376], [-1.891, -0.859, 2.931], [-2.833, -1.412, 2.830], [-1.980, 0.083, 2.358], [-1.760, -0.585, 3.988], [1.163, -0.166, 3.373], [1.815, -0.479, 4.204], [0.358, 0.458, 3.778], [1.774, 0.475, 2.716], [2.883, -2.361, 1.957], [3.289, -2.830, 2.869], [3.313, -1.352, 1.898], [3.241, -2.948, 1.102], [0.946, -4.374, 0.525], [1.713, -4.987, 1.020], [1.384, -4.011, -0.421], [0.098, -5.021, 0.272], [-0.948, 1.257, -3.292], [-1.512, -0.208, -3.330], [-1.358, -0.977, -4.622], [0.109, -1.339, -4.939], [1.062, -1.052, -3.806], [1.745, 0.277, -3.723], [1.306, 1.435, -4.552], [-0.219, 1.773, -4.483], [-1.793, -0.396, -5.452], [0.412, -0.835, -5.876], [-1.960, -1.900, -4.570], [-0.703, 1.471, -5.429], [-1.602, 1.973, -2.798], [-2.583, -0.151, -3.104], [-0.282, 2.877, -4.449], [1.887, 2.328, -4.248], [2.811, 0.272, -3.504], [1.574, 1.282, -5.614], [0.132, -2.421, -5.170], [1.677, -1.913, -3.538], [-1.622, -1.430, -1.482], [-3.093, -0.703, -0.708], [-1.952, -3.096, -2.123], [2.767, 0.923, 0.413], [1.110, 0.663, -0.534], [3.697, -0.238, -0.674], [3.122, 2.506, -0.441], [-2.778, 0.184, -0.123], [-3.547, -1.450, -0.042], [-3.801, -0.402, -1.496], [-1.342, -3.294, -3.019], [-3.022, -3.233, -2.342], [-1.624, -3.788, -1.329], [3.108, 2.380, -1.532], [4.108, 2.843, -0.098], [2.359, 3.232, -0.134], [0.552, -0.073, 0.073], [0.576, 1.620, -0.381], [4.617, -0.546, -0.164], [3.946, 0.237, -1.630], [3.087, -1.128, -0.870], [1.581, 5.092, 2.154], [1.127, 3.788, 2.575], [2.059, 2.951, 3.295], [0.383, 2.973, 1.358], [-0.893, 2.580, 1.618], [-1.540, 1.733, 0.965], [-1.388, 3.246, 2.860], [-2.642, 3.131, 3.472], [-2.834, 3.703, 4.732], [-1.778, 4.364, 5.389], [-0.518, 4.461, 4.780], [-0.364, 3.902, 3.516], [-3.433, 2.603, 2.939], [-3.807, 3.634, 5.221], [-1.935, 4.795, 6.378], [0.331, 4.950, 5.255]],
  "mulliken_charge": [-1.2485, 0.4546, 0.6200, 0.5953, 0.7826, 0.9735, -1.3903, 0.3550, 0.2239, 0.4341, -1.2231, 0.4033, -0.1306, 0.4633, -1.0211, 0.4234, 0.2577, -0.1181, -1.3417, 0.3697, 0.2390, 0.4630, -1.8860, 0.4823, 0.3098, 0.3581, -0.1069, -0.2637, -1.1172, -0.9538, 0.0378, -0.3080, -0.9871, -1.0404, 0.4603, 0.2676, 0.4452, 0.2998, 0.5571, 0.7140, 0.3949, 0.4476, 0.5670, 0.4128, 0.4134, 0.5715, 1.6295, -0.9845, -1.2517, 0.2116, 0.4290, -1.1262, -1.1923, 0.0687, 0.4364, 0.5798, 0.3982, 0.3764, 0.2410, 0.2722, 0.4534, 0.3247, -0.6405, 0.3065, 0.4922, 0.3448, 0.0721, -0.6916, 1.0295, -0.6251, -0.2132, 0.0716, -0.6284, 0.3580, -0.4710, -0.6182, -0.4742, -0.7103, 0.1789, 0.4872, 0.3777, 0.3912, 0.4358],
  "total_charge": 1,
  "homo_lumo_gap_ev": [6.18, 4.82],
  "max_force_ev_per_a": 10.1,
  "e_homo_ha": [-0.3771, -0.3770],
  "spin_multiplicity": 3
}

---

[2]
{
  "formula": "C30H46AlBF2N7O2P2",
  "method": "wB97M-V/def2-TZVPD",
  "species": ["Al", "C", "P", "C", "C", "C", "P", "C", "C", "H", "H", "H", "H", "H", "H", "H", "H", "H", "H", "H", "H", "H", "H", "H", "H", "C", "C", "C", "C", "N", "C", "N", "N", "N", "H", "H", "H", "H", "H", "H", "H", "H", "H", "H", "F", "B", "F", "C", "C", "N", "C", "C", "N", "H", "H", "H", "H", "H", "H", "C", "C", "C", "C", "C", "C", "N", "C", "C", "C", "C", "C", "C", "C", "O", "O", "C", "C", "H", "H", "H", "H", "H", "H", "H", "H", "H", "H", "H", "H", "H", "H"],
  "xyz": [[-0.150, -0.190, 0.333], [3.523, -0.694, -2.043], [2.584, 0.183, -0.750], [3.595, -0.165, 0.740], [3.031, 1.939, -1.060], [2.260, 2.875, -0.126], [0.482, 2.429, -0.102], [-0.268, 3.760, 0.882], [-0.035, 2.840, -1.806], [4.541, -0.304, -2.105], [3.031, -0.585, -3.008], [3.563, -1.758, -1.812], [4.657, -0.012, 0.535], [3.447, -1.196, 1.066], [3.310, 0.491, 1.563], [2.788, 2.165, -2.101], [4.111, 2.063, -0.948], [2.373, 3.918, -0.433], [2.638, 2.796, 0.897], [-0.027, 4.742, 0.469], [0.093, 3.706, 1.909], [-1.350, 3.632, 0.893], [0.385, 3.794, -2.131], [-1.124, 2.912, -1.837], [0.263, 2.053, -2.497], [0.383, -6.894, -1.405], [0.526, -6.567, 0.077], [-0.801, -6.129, 0.685], [1.629, -5.549, 0.347], [1.265, -4.185, -0.056], [0.845, -3.165, 0.678], [0.618, -2.153, -0.128], [0.902, -2.581, -1.377], [1.294, -3.794, -1.340], [-0.398, -7.639, -1.550], [1.309, -7.294, -1.819], [0.113, -6.010, -1.984], [0.864, -7.467, 0.600], [-1.225, -5.286, 0.134], [-0.702, -5.831, 1.731], [-1.524, -6.943, 0.641], [2.549, -5.794, -0.182], [1.850, -5.490, 1.413], [0.714, -3.168, 1.746], [0.920, -1.232, 3.002], [0.679, -0.097, 2.310], [0.980, 1.003, 2.997], [-2.434, -0.313, 3.183], [-2.574, -1.355, 2.130], [-1.789, -1.545, 1.084], [-2.342, -2.589, 0.366], [-3.467, -3.020, 0.985], [-3.596, -2.230, 2.103], [-2.031, 0.603, 2.751], [-1.775, -0.642, 3.987], [-3.411, -0.079, 3.611], [-1.920, -2.918, -0.569], [-4.181, -3.781, 0.730], [-4.361, -2.240, 2.759], [-6.967, 1.662, 4.741], [-6.754, 0.835, 3.503], [-7.461, -0.347, 3.331], [-7.279, -1.129, 2.199], [-6.368, -0.741, 1.234], [-5.660, 0.450, 1.388], [-4.652, 0.823, 0.468], [-4.614, 0.510, -0.868], [-5.792, 0.359, -1.617], [-5.741, 0.047, -2.956], [-4.525, -0.152, -3.616], [-3.362, -0.008, -2.899], [-3.384, 0.338, -1.541], [-2.114, 0.420, -0.835], [-1.977, 0.963, 0.300], [-1.055, -0.167, -1.297], [-5.851, 1.256, 2.514], [-5.077, 2.536, 2.674], [-7.639, 1.158, 5.433], [-7.404, 2.633, 4.502], [-6.028, 1.855, 5.263], [-8.168, -0.653, 4.091], [-7.844, -2.043, 2.074], [-6.196, -1.355, 0.359], [-3.748, 1.044, 0.864], [-6.746, 0.519, -1.133], [-6.669, -0.036, -3.506], [-4.500, -0.409, -4.665], [-2.400, -0.166, -3.366], [-4.161, 2.382, 3.254], [-5.659, 3.289, 3.202], [-4.791, 2.945, 1.707]],
  "mulliken_charge": [-1.9296, -1.4326, 1.0881, -1.4621, -1.1936, -0.9601, 1.1420, -1.3900, -1.5688, 0.4638, 0.3414, 0.4038, 0.5226, 0.2795, 0.3036, 0.4149, 0.6141, 0.5849, 0.3480, 0.4760, 0.3676, 0.2562, 0.5214, 0.3444, 0.3203, -1.4538, 0.7437, -1.2874, -1.1887, 0.6771, -0.7074, 1.6305, -0.2723, -0.7666, 0.4062, 0.4009, 0.2868, 0.3272, 0.1424, 0.3376, 0.4922, 0.4265, 0.3428, 0.5875, -0.2143, 1.4331, -0.1434, -1.1025, 0.2091, 0.7971, -0.6098, -1.4620, 0.1492, -0.0585, 0.3449, 0.4197, 0.9027, 0.5455, 0.2990, -1.6451, 1.1446, -1.0457, -1.1103, -0.4482, 0.1459, -0.3049, 0.1373, -0.5070, -0.5816, -0.9827, -0.4953, 0.3606, 1.5493, -1.1161, -0.5481, 0.5160, -1.5871, 0.4049, 0.3470, 0.3260, 0.3927, 0.4190, 0.6110, 0.3577, 0.5693, 0.4210, 0.4526, 0.5683, 0.2180, 0.5261, 0.4143],
  "total_charge": 1,
  "homo_lumo_gap_ev": 8.14,
  "max_force_ev_per_a": 0.4,
  "e_homo_ha": -0.3646
}